Entry 1:
DFT (the ωB97M-V functional and the def2-TZVPD basis) results for 2 unconnected molecules or ions with the total composition C21H30N4O2S at a distorted geometry.

## Properties
frontier orbital gap	7.3751	eV
SMILES	CN1C(=O)C(=Cc2ccc(N(C)C)cc2)C(=O)N(C)C1=S.CN1CCCCC1
max |F|	0.0385	hartree/bohr

Each line ends with the Mulliken charge.
Element x y z (Å)
C 3.563986 1.306162 -3.567682  -0.94
N 2.805203 0.306983 -2.826396  0.02
C 1.634192 0.796926 -2.209806  -0.41
O 1.348047 1.997645 -2.331411  -0.64
C 0.818508 -0.138873 -1.440457  1.41
C -0.296241 0.308448 -0.781718  -0.18
C -1.325992 -0.557928 -0.201242  -0.17
C -1.051820 -1.346273 0.934308  -0.51
C -1.998915 -2.203666 1.463112  -0.54
C -3.256131 -2.341422 0.837692  -0.08
N -4.227991 -3.204997 1.366590  0.20
C -4.959735 -2.878560 2.579021  -1.00
C -4.230387 -4.625838 1.075730  -0.99
C -3.547175 -1.541834 -0.293172  -0.52
C -2.622869 -0.624066 -0.762840  -0.66
C 1.236806 -1.550926 -1.474096  0.50
O 0.519401 -2.507903 -1.173588  -0.65
N 2.578956 -1.791996 -1.852501  0.00
C 3.096226 -3.152060 -1.698843  -1.26
C 3.407514 -0.913483 -2.531242  0.40
S 4.952353 -1.365836 -2.995994  -0.33
H 4.451999 0.796115 -3.941241  0.34
H 2.953601 1.678687 -4.395015  0.31
H 3.857823 2.143465 -2.924235  0.29
H -0.486721 1.378919 -0.791472  0.37
H -0.067702 -1.258335 1.405703  0.65
H -1.779429 -2.779554 2.363988  0.39
H -4.915623 -1.800931 2.773681  0.29
H -6.008900 -3.182252 2.446871  0.33
H -4.559289 -3.422293 3.452287  0.32
H -3.628739 -4.837629 0.183671  0.29
H -3.836661 -5.207718 1.927884  0.32
H -5.270575 -4.938340 0.901808  0.33
H -4.528519 -1.635597 -0.759691  0.42
H -2.849657 0.040162 -1.602883  0.46
H 2.335945 -3.763321 -1.222742  0.36
H 3.356509 -3.542565 -2.688174  0.40
H 4.016258 -3.113428 -1.108242  0.37
C -0.500284 1.556049 2.336354  -1.41
N 0.254501 2.149522 1.244203  0.66
C -0.196463 3.537570 1.059262  -0.98
C 0.582706 4.254315 -0.027678  -0.34
C 2.082812 4.208461 0.267555  -1.07
C 2.552741 2.777852 0.527569  0.51
C 1.688847 2.085630 1.562865  -1.27
H -0.236897 0.500007 2.443264  0.36
H -0.290535 2.063594 3.299275  0.43
H -1.574661 1.622820 2.123228  0.37
H -1.272729 3.503116 0.838267  0.40
H -0.060840 4.099563 2.005777  0.41
H 0.387001 3.795309 -1.004582  0.15
H 0.227730 5.290521 -0.066545  0.40
H 2.639466 4.635637 -0.569860  0.37
H 2.300444 4.821214 1.149693  0.41
H 2.517215 2.215558 -0.409131  -0.59
H 3.592151 2.752796 0.874441  0.47
H 1.867510 2.581034 2.539351  0.46
H 1.955028 1.023545 1.669026  0.39

Forces on the atoms, in the same order (eV/Å):
0.26 0.08 -0.32
0.10 0.24 0.50
0.10 1.95 -0.18
0.37 -1.94 -0.16
-0.50 -0.10 0.50
0.53 -0.19 -1.34
-0.76 -0.77 1.04
0.26 0.35 -0.42
-0.51 0.05 -0.35
0.74 0.71 -0.11
-0.96 -0.36 -0.04
0.30 0.05 -0.28
0.11 0.29 -0.03
-0.02 -0.43 0.78
1.11 0.38 -0.14
-0.79 -1.68 0.30
1.06 1.51 -0.40
0.29 -0.03 -0.22
0.09 -0.17 0.02
-0.57 -0.10 0.08
-0.82 0.51 0.22
-0.17 0.29 -0.05
0.11 0.01 0.20
-0.15 -0.20 -0.11
0.05 -0.27 -0.34
-0.33 -0.19 -0.26
-0.08 0.11 -0.27
-0.04 -0.26 -0.04
0.14 0.13 0.16
-0.07 0.15 -0.01
-0.19 0.04 0.22
0.00 -0.04 -0.20
0.24 -0.16 -0.03
0.25 0.04 0.16
-0.04 -0.34 0.22
0.05 0.10 -0.03
-0.12 -0.06 0.26
-0.24 -0.09 -0.06
-0.04 -0.06 0.10
0.22 0.34 0.45
0.15 -0.25 0.13
-0.04 -0.02 -0.18
0.03 -0.01 0.02
0.09 -0.23 -0.30
-0.34 0.13 0.20
-0.05 0.28 0.08
-0.11 -0.05 -0.17
0.20 -0.06 0.08
0.22 0.10 0.02
-0.13 -0.09 -0.03
0.03 0.05 0.19
0.10 -0.09 -0.07
0.00 0.01 0.06
-0.03 0.02 -0.01
0.03 0.14 0.18
-0.11 0.10 -0.04
-0.05 -0.16 -0.01
0.03 0.24 -0.01



Entry 2:
DFT (the ωB97M-V functional and the def2-TZVPD basis) results for a single C21H30N4O3 molecule.

## Properties
frontier orbital gap	8.9030	eV
SMILES	COc1ccc(C(=O)NCc2cnn(C)c2)cc1OC1CCN(C(C)C)CC1
max |F|	0.0161	hartree/bohr

Each line ends with the Mulliken charge.
Element x y z (Å)
C 1.731867 2.114157 -3.901836  -0.67
O 0.762909 2.680991 -3.048585  -0.51
C 0.404823 2.085312 -1.878466  0.24
C -0.712088 2.659574 -1.274837  -1.01
C -1.214571 2.205296 -0.073407  -0.91
C -0.593344 1.138048 0.561702  0.10
C -1.063951 0.535728 1.839386  0.35
O -0.840123 -0.625467 2.132700  -0.72
N -1.726916 1.378474 2.666083  -0.19
C -2.366875 0.928478 3.881744  -0.81
C -3.840856 1.160991 3.834427  0.63
C -4.703024 0.951005 2.743815  -0.41
N -5.944068 1.270657 3.053879  -0.90
N -5.917933 1.680300 4.315824  0.69
C -7.121508 2.096810 4.974252  -0.83
C -4.671091 1.637205 4.828201  -1.00
C 0.512552 0.546112 -0.040232  0.04
C 1.036031 0.994895 -1.243045  1.16
O 2.143883 0.456468 -1.835540  -0.41
C 2.697127 -0.761740 -1.354305  -0.19
C 4.053437 -0.921973 -2.037635  -0.38
C 4.692838 -2.259421 -1.626618  -1.11
N 3.857766 -3.416187 -1.840582  0.20
C 3.969738 -4.143029 -3.091970  0.53
C 5.273788 -4.949004 -3.091891  -1.56
C 3.875167 -3.313951 -4.380697  -1.40
C 2.549406 -3.249753 -1.257405  -1.34
C 1.819968 -1.968812 -1.688120  -0.14
H 2.722844 2.106736 -3.444686  0.21
H 1.462460 1.097406 -4.196248  0.28
H 1.740559 2.755542 -4.783472  0.32
H -1.180489 3.481092 -1.793887  0.44
H -2.105281 2.664043 0.329279  0.38
H -1.892429 2.329245 2.379929  0.24
H -1.935338 1.441878 4.749387  0.34
H -2.143230 -0.141334 3.959460  0.33
H -4.460234 0.584314 1.766647  0.57
H -7.040733 3.132983 5.308869  0.30
H -7.329684 1.460521 5.836724  0.31
H -7.935243 2.010372 4.257397  0.30
H -4.462907 1.930955 5.837397  0.46
H 0.954162 -0.287126 0.481980  0.43
H 2.852447 -0.702783 -0.267457  0.22
H 4.709220 -0.098368 -1.750750  0.40
H 3.904652 -0.875861 -3.116020  0.18
H 4.917231 -2.212683 -0.552739  0.39
H 5.634916 -2.393657 -2.157519  0.44
H 3.140728 -4.860326 -3.092683  0.28
H 6.137729 -4.297574 -3.195082  0.31
H 5.277893 -5.653733 -3.919340  0.46
H 5.365414 -5.499072 -2.159734  0.38
H 2.945818 -2.751884 -4.420043  0.30
H 3.903138 -3.980605 -5.239804  0.49
H 4.711465 -2.623719 -4.460651  0.26
H 2.677341 -3.217581 -0.167468  0.36
H 1.938336 -4.122029 -1.495598  0.51
H 0.859700 -1.903414 -1.175213  0.58
H 1.629215 -1.980100 -2.762919  0.12

Forces on the atoms, in the same order (eV/Å):
0.35 -0.09 -0.41
-0.17 0.03 0.42
-0.16 0.03 0.05
0.19 -0.05 -0.12
0.11 -0.14 0.11
0.14 -0.02 -0.38
0.06 0.14 0.07
0.09 -0.24 -0.02
-0.16 0.26 0.10
0.02 -0.22 0.18
-0.10 0.16 0.22
0.10 0.07 0.33
-0.61 -0.09 -0.55
0.45 -0.07 0.06
-0.39 0.14 0.23
0.27 -0.13 -0.24
-0.02 0.00 0.09
-0.06 0.07 -0.07
-0.10 0.27 0.03
0.13 -0.40 -0.15
-0.17 -0.03 0.28
0.01 0.14 -0.04
-0.13 -0.03 0.11
0.27 -0.17 -0.13
-0.34 0.01 -0.02
-0.16 -0.20 0.24
-0.16 0.10 -0.03
0.11 0.11 0.23
-0.10 0.00 -0.08
0.03 0.06 0.01
0.00 -0.06 0.05
-0.05 0.08 -0.08
-0.09 0.04 0.04
0.09 -0.08 -0.04
-0.01 -0.15 -0.08
0.04 0.23 0.07
0.01 -0.07 -0.25
-0.02 -0.05 -0.04
-0.01 0.03 -0.06
0.07 0.01 0.06
0.03 0.09 0.23
0.05 -0.10 -0.01
-0.02 0.02 -0.07
0.02 0.05 -0.01
-0.01 0.00 -0.07
0.12 0.06 -0.05
0.07 0.02 0.08
0.06 0.07 0.02
0.15 0.08 -0.03
0.09 -0.07 -0.14
0.02 -0.07 0.07
-0.07 0.10 -0.06
0.03 -0.03 -0.13
0.10 0.11 -0.03
-0.12 -0.05 0.02
0.03 0.00 0.09
-0.05 0.00 -0.02
-0.02 0.04 -0.04